A cluster of 2 separate species, C2H7NO in total. Source: the OMol25 dataset; level of theory: ωB97M-V/def2-TZVPD.

```
11
Properties=species:S:1:pos:R:3:forces:R:3
C 0.3139 0.4363 1.7289 -0.31 0.21 0.59
N -0.5219 1.6147 1.5367 -0.81 -0.02 0.09
H 0.4527 -0.1231 0.8080 0.20 -0.17 0.03
H -0.1240 -0.1877 2.5184 -0.21 -0.24 -0.39
H 1.2564 0.7088 2.1729 0.64 0.25 -0.23
H -0.0849 2.5176 1.4943 0.50 -0.15 -0.10
H -1.1059 1.5064 0.7224 0.01 0.07 -0.06
O 1.0400 -0.9755 -2.7921 0.00 0.23 0.19
C -0.1076 -1.5693 -2.8272 0.05 -0.34 -0.30
H -0.1749 -2.6046 -3.2086 -0.03 -0.11 -0.05
H -0.9437 -1.3237 -2.1538 -0.04 0.27 0.23
```
Positions in Å, forces in eV/Å.

Computed properties:
ΔE to the lowest compared entry with this formula, charge and spin ... 11.6 kcal per mole
E_HOMO (alpha / beta) ... 0.01755 / -0.08986 Eh
Spin multiplicity ... 2
Total charge ... -1
Expectation value of S² ... 0.754
HOMO-LUMO gap (alpha / beta) ... 3.45 / 6.35 eV
LUMO (alpha / beta) ... 3.92 / 3.91 eV
Total energy ... -5722.9240 eV

A structure of composition C35H30N8O2SSeTi. Source: the OMol25 dataset; level of theory: ωB97M-V/def2-TZVPD.

```
78
Properties=species:S:1:pos:R:3:forces:R:3
Ti 0.2244 0.5388 -0.1271 0.17 0.26 -0.34
C -0.3725 -2.6549 2.3094 -0.04 -0.02 0.00
C 0.9011 -2.9342 1.5645 -0.02 0.02 0.01
C 1.3123 -4.2387 1.3459 0.04 -0.03 -0.01
C 2.4975 -4.5089 0.6734 -0.04 -0.03 0.01
C 3.2766 -3.4657 0.2131 0.03 0.01 -0.03
C 2.8893 -2.1410 0.4049 0.01 0.08 -0.03
C 3.7794 -1.0329 -0.1005 0.06 -0.08 -0.03
C 1.6986 -1.8844 1.0845 -0.05 0.05 0.03
N 1.2743 -0.5302 1.2899 -0.24 0.14 -0.18
C 1.3647 -0.0566 2.5665 0.09 -0.08 0.16
O 1.8091 -0.6292 3.5444 0.00 0.01 -0.05
C 0.8571 1.3572 2.6771 -0.05 0.04 0.02
C 0.9443 2.1505 3.8039 0.04 -0.07 0.04
C 0.5243 3.4699 3.7014 0.00 0.09 0.12
C 0.0771 3.9738 2.4876 -0.05 0.08 -0.05
C 0.0230 3.1123 1.4099 0.05 -0.04 0.02
N 0.3642 1.8368 1.5420 0.08 -0.06 0.01
C -0.2768 3.5024 -0.0155 -0.04 0.14 -0.03
O -0.6386 4.6337 -0.2862 0.01 -0.02 0.01
N -0.0339 2.4679 -0.8624 0.04 -0.30 0.00
C -0.1885 2.7282 -2.2626 -0.03 0.09 0.09
C -1.4534 2.9333 -2.8188 0.01 -0.01 0.04
C -2.6969 2.9272 -1.9735 -0.03 0.01 -0.02
C -1.5462 3.1590 -4.1889 0.00 -0.02 -0.02
C -0.4172 3.1857 -4.9897 -0.06 0.01 -0.03
C 0.8280 2.9661 -4.4253 0.06 -0.05 0.00
C 0.9573 2.7267 -3.0635 0.04 0.01 0.05
C 2.3156 2.4809 -2.4625 0.02 0.06 -0.05
H -0.9371 -3.5754 2.4545 0.01 0.00 0.00
H -1.0086 -1.9535 1.7643 0.02 0.00 0.00
H -0.1577 -2.2223 3.2890 0.00 0.00 -0.02
H 0.6926 -5.0539 1.7023 0.01 0.01 -0.01
H 2.8087 -5.5331 0.5091 -0.01 0.01 0.01
H 4.2084 -3.6714 -0.3047 -0.02 0.01 0.01
H 4.0590 -1.1924 -1.1461 -0.01 -0.01 0.03
H 4.7081 -0.9956 0.4725 -0.01 0.01 0.01
H 3.3105 -0.0556 -0.0178 -0.02 0.04 0.01
H 1.3489 1.7332 4.7153 -0.01 0.00 -0.02
H 0.5776 4.1189 4.5667 0.00 -0.01 -0.02
H -0.2063 5.0080 2.3508 0.00 -0.01 0.00
H -2.6014 2.2670 -1.1110 0.01 -0.01 -0.01
H -3.5562 2.5986 -2.5589 0.01 0.02 -0.01
H -2.9004 3.9298 -1.5923 0.01 0.00 0.01
H -2.5255 3.3105 -4.6286 0.01 0.00 0.00
H -0.5081 3.3634 -6.0541 -0.01 0.00 0.02
H 1.7154 2.9714 -5.0486 -0.01 0.00 0.02
H 2.6342 3.3166 -1.8357 -0.02 0.00 0.02
H 3.0619 2.3374 -3.2446 -0.02 0.03 0.02
H 2.3322 1.5900 -1.8297 -0.01 -0.08 0.01
Se -0.4559 -0.5559 -3.8502 0.04 -0.03 -0.09
N -2.2014 -0.9465 -3.7575 0.00 0.00 0.02
C -2.5888 -0.7977 -2.4907 -0.03 0.03 0.06
C -3.8635 -0.9689 -1.9273 0.03 0.01 0.01
C -4.0304 -0.7232 -0.5586 0.01 0.01 -0.03
C -2.9790 -0.3155 0.2384 0.02 0.06 -0.14
N -1.7329 -0.1475 -0.2709 -0.12 -0.28 0.11
C -1.5511 -0.4015 -1.5810 0.07 -0.03 0.10
N -0.3208 -0.2301 -2.0670 0.00 -0.07 0.15
H -4.6913 -1.2821 -2.5489 0.00 0.00 0.02
H -5.0034 -0.8468 -0.1029 0.01 0.00 -0.02
H -3.1064 -0.1069 1.2912 0.01 0.00 0.02
N 1.9152 -3.1089 -2.7711 -0.06 0.01 0.00
C 0.8629 -3.8333 -2.2708 -0.02 -0.05 0.00
N -0.0910 -3.3197 -1.5781 -0.10 0.04 -0.03
C -1.0339 -4.2861 -1.2589 0.02 -0.01 0.04
C -2.1897 -4.0622 -0.5150 0.01 0.01 0.01
C -3.0372 -5.1245 -0.2523 0.01 0.03 0.00
C -2.7489 -6.4079 -0.7201 0.03 0.00 -0.02
C -1.6050 -6.6476 -1.4648 -0.04 -0.01 0.01
C -0.7606 -5.5791 -1.7280 0.05 0.06 0.00
S 0.7329 -5.5511 -2.6251 0.03 0.01 0.00
H 2.0582 -2.2461 -2.2647 -0.02 -0.02 -0.02
H 2.7680 -3.6196 -2.9331 0.00 -0.02 0.01
H -2.4086 -3.0638 -0.1562 0.00 -0.01 0.00
H -3.9397 -4.9583 0.3232 0.02 0.00 -0.01
H -3.4251 -7.2243 -0.5029 0.01 0.00 0.00
H -1.3818 -7.6416 -1.8308 0.00 0.02 0.00
```
Positions in Å, forces in eV/Å.

Computed properties:
ΔE to the lowest compared entry with this formula, charge and spin ... 24.5 kcal per mole
E_HOMO (alpha / beta) ... -0.23934 / -0.30484 Eh
Spin multiplicity ... 3
Total charge ... 0
Expectation value of S² ... 2.041
HOMO-LUMO gap (alpha / beta) ... 6.10 / 7.45 eV
LUMO (alpha / beta) ... -0.41 / -0.84 eV
Total energy ... -152099.2030 eV

A structure of composition C22H50P2PbSi2 in a non-equilibrium geometry. Source: the OMol25 dataset; level of theory: ωB97M-V/def2-TZVPD.

```
77
Properties=species:S:1:pos:R:3:forces:R:3
P 0.7465 -2.8429 -0.5015 -0.41 0.50 0.41
P 0.4743 1.4831 -0.3310 -0.23 -1.49 0.10
C 0.2378 -1.2943 -1.4387 -0.28 -0.58 -0.83
C 1.0413 0.0197 -1.3811 0.30 0.57 -0.26
H -0.8433 -1.1405 -1.2636 0.50 -0.04 -0.03
H 0.2909 -1.6604 -2.4697 -0.04 0.59 0.49
H 2.0922 -0.1565 -1.0881 -0.31 0.05 -0.06
H 1.0469 0.4432 -2.3987 0.27 -0.49 0.49
C -1.0722 1.9883 -1.1738 -0.20 0.35 -0.19
H -1.6793 2.6091 -0.5036 0.12 -0.14 -0.07
H -1.6843 1.1362 -1.4942 0.22 0.11 0.18
H -0.8098 2.5898 -2.0513 -0.22 -0.07 0.18
C 1.6184 2.8031 -0.9080 0.17 0.12 0.06
H 1.2156 3.2667 -1.8192 0.21 -0.09 0.20
H 2.6172 2.3978 -1.1198 -0.25 0.06 0.12
H 1.7143 3.5694 -0.1265 -0.01 -0.17 -0.25
C -0.3995 -4.0789 -1.2486 0.21 -0.09 -0.33
H -0.4239 -4.9594 -0.5914 0.03 0.21 -0.26
H -0.0659 -4.3796 -2.2481 -0.18 -0.07 0.01
H -1.4230 -3.6862 -1.3130 0.26 0.02 0.07
C 2.3834 -3.2216 -1.2357 0.02 -0.24 -0.18
H 3.0171 -2.3218 -1.2317 -0.19 -0.29 0.00
H 2.2854 -3.6054 -2.2563 0.26 0.01 0.12
H 2.8591 -3.9828 -0.5978 -0.07 0.25 -0.31
Pb -0.9153 -0.5975 1.3839 -0.29 0.60 1.61
C 0.8840 1.0181 -4.5280 -0.57 0.60 -0.35
C -0.4516 0.9908 -4.3929 0.88 0.74 -0.66
C -1.3683 0.2635 -5.3219 -0.46 -0.37 -0.16
C -1.0372 -1.2361 -5.6047 -0.44 0.26 -0.20
C -0.2447 -1.9570 -4.5570 0.88 -0.61 -0.39
C 1.1015 -1.9569 -4.5000 -0.94 -0.71 -0.60
C 1.9878 -1.1740 -5.4209 0.36 0.06 -0.18
C 1.6394 0.3274 -5.6329 0.36 -0.01 -0.15
C 0.6869 -1.8421 2.4687 0.71 0.54 0.33
H 1.4909 1.7122 -3.9316 -0.40 -0.34 0.01
H -0.9482 1.6873 -3.7211 0.28 -0.38 0.07
H -1.3920 0.7805 -6.3019 -0.08 -0.09 0.44
H -2.3864 0.3188 -4.9060 0.28 0.03 -0.20
H -2.0073 -1.7530 -5.6941 0.40 0.12 -0.18
H -0.5398 -1.3099 -6.5863 -0.06 -0.05 0.37
H -0.8310 -2.6191 -3.9090 0.38 0.25 -0.08
H 1.6288 -2.6912 -3.8800 -0.39 0.52 0.08
H 1.9856 -1.6575 -6.4160 0.10 0.11 0.33
H 3.0227 -1.2405 -5.0490 -0.34 -0.03 -0.11
H 2.6026 0.8552 -5.7393 -0.41 -0.14 -0.17
H 1.1072 0.4397 -6.5934 0.06 0.03 0.40
H 1.2541 -1.0871 3.0335 -0.10 -0.43 0.19
H 1.3513 -2.3387 1.7483 -0.39 0.39 0.58
H 0.2855 -2.6135 3.1473 -0.03 0.37 -0.22
C 1.7654 1.7859 3.1784 0.34 0.16 0.08
Si 0.0012 2.3112 3.5742 -0.38 -0.71 -0.22
C 0.0389 2.8865 5.3781 0.11 0.29 0.00
C -0.4124 3.7982 2.4944 0.04 0.36 0.08
C -1.2725 0.9812 3.2418 0.01 -0.64 -0.24
Si -1.8554 -0.1059 4.6677 0.68 0.62 -0.73
C -3.0154 0.8759 5.7763 -0.26 -0.16 0.17
C -2.7643 -1.6165 3.9988 -0.29 -0.04 0.14
C -0.4345 -0.7945 5.6999 -0.06 -0.07 0.17
H 2.4412 2.6023 3.4798 -0.07 -0.19 -0.06
H 1.9314 1.6006 2.1073 -0.11 -0.02 0.33
H 2.0667 0.8907 3.7395 -0.07 0.17 -0.12
H 0.8063 3.6724 5.4659 -0.18 -0.14 0.07
H -0.9183 3.3217 5.6955 0.17 -0.09 -0.08
H 0.3033 2.0920 6.0891 -0.08 0.17 -0.23
H -0.3895 3.5672 1.4195 -0.02 0.00 0.29
H -1.4113 4.1874 2.7391 0.19 -0.09 -0.08
H 0.3078 4.6083 2.6812 -0.14 -0.10 -0.10
H -2.1631 1.4714 2.8057 0.14 -0.03 0.23
H -3.7845 1.3929 5.1846 0.17 -0.12 0.11
H -3.5276 0.1844 6.4608 0.03 0.22 -0.01
H -2.4880 1.6295 6.3771 -0.07 -0.21 -0.16
H -2.0868 -2.3704 3.5684 -0.16 0.21 0.13
H -3.2982 -2.0838 4.8394 0.05 -0.08 -0.27
H -3.5098 -1.3347 3.2425 0.06 -0.10 0.14
H 0.0585 -1.6380 5.1974 -0.12 0.26 0.13
H 0.3296 -0.0471 5.9493 -0.18 -0.19 -0.06
H -0.8640 -1.1642 6.6438 0.19 0.03 -0.14
```
Positions in Å, forces in eV/Å.

Computed properties:
ΔE to the lowest compared entry with this formula, charge and spin ... 0.0 kcal per mole
E_HOMO ... -0.25692 Eh
Total charge ... 0
HOMO-LUMO gap ... 7.25 eV
LUMO ... 0.26 eV
Total energy ... -63203.8996 eV

An isolated molecule of C21H30N2O2. Source: the OMol25 dataset; level of theory: ωB97M-V/def2-TZVPD.

```
55
Properties=species:S:1:pos:R:3:forces:R:3
C -0.3497 -0.4219 -3.6594 -0.04 -0.05 0.00
C 0.9627 0.0741 -3.1452 0.08 0.12 0.00
C 1.4498 1.3348 -3.4656 -0.13 -0.10 -0.03
C 2.6343 1.7932 -2.9199 0.28 -0.05 0.25
C 3.3486 1.0054 -2.0205 -0.34 0.03 -0.65
C 4.5067 1.5974 -1.3215 0.24 0.05 0.26
O 5.2637 2.3961 -1.8246 -0.07 -0.04 0.03
C 4.6353 1.1791 0.1436 0.03 0.12 0.17
N 3.3255 0.9733 0.7103 0.30 0.11 0.25
C 3.2808 0.1758 1.9150 0.07 -0.03 0.08
C 1.8238 0.0439 2.3868 -0.02 -0.08 -0.23
C 0.8881 0.3135 1.2079 0.11 0.02 -0.03
N -0.4858 0.0093 1.5412 0.23 0.22 0.28
C -1.3069 -0.6911 0.7275 -0.39 0.16 0.59
O -0.9393 -1.1677 -0.3275 0.06 -0.23 -0.47
C -2.7318 -0.8489 1.2409 0.12 -0.20 -0.49
C -3.6906 -0.1692 0.2577 -0.08 0.15 0.25
C -5.1404 -0.3750 0.6835 0.04 -0.11 -0.26
C -5.4621 -1.8625 0.7849 -0.06 0.13 0.30
C -4.5168 -2.5426 1.7701 0.04 -0.11 -0.25
C -3.0660 -2.3398 1.3472 -0.05 0.08 0.27
C 1.0457 1.7762 0.7674 0.15 -0.16 -0.03
C 2.5272 2.1730 0.8403 -0.18 0.08 -0.03
C 2.8895 -0.2818 -1.7398 0.03 0.10 -0.22
C 1.7184 -0.7388 -2.3036 0.08 -0.03 -0.04
H -0.9460 -0.7767 -2.8200 -0.12 -0.03 0.01
H -0.8920 0.3605 -4.1845 -0.06 0.02 -0.05
H -0.1995 -1.2596 -4.3398 -0.05 -0.05 -0.08
H 0.8892 1.9710 -4.1361 -0.07 0.04 -0.05
H 3.0026 2.7819 -3.1528 0.05 0.09 0.00
H 5.2414 1.9334 0.6752 -0.02 -0.10 -0.14
H 5.1853 0.2329 0.1724 0.03 -0.02 0.03
H 3.8977 0.6068 2.7255 0.00 -0.06 -0.07
H 3.6873 -0.8108 1.6743 0.03 -0.01 0.06
H 1.6476 -0.9546 2.7875 -0.02 0.03 0.06
H 1.6125 0.7665 3.1786 -0.03 0.01 0.09
H 1.1506 -0.3416 0.3734 -0.06 0.11 0.15
H -0.8584 0.4369 2.3747 -0.13 -0.11 -0.09
H -2.8333 -0.3834 2.2272 0.02 0.01 0.01
H -3.4632 0.8984 0.2008 0.03 0.01 -0.08
H -3.5300 -0.5994 -0.7325 0.05 0.01 -0.05
H -5.3057 0.0991 1.6544 -0.06 0.06 0.04
H -5.8055 0.1028 -0.0386 -0.03 0.07 0.06
H -6.4969 -1.9992 1.1058 -0.03 -0.04 -0.07
H -5.3510 -2.3236 -0.1986 -0.04 -0.05 -0.07
H -4.6677 -2.1211 2.7674 -0.04 -0.03 0.08
H -4.7373 -3.6105 1.8227 -0.01 -0.01 0.09
H -2.3952 -2.8149 2.0672 0.05 -0.05 -0.05
H -2.8930 -2.8010 0.3733 0.06 -0.02 -0.02
H 0.6736 1.8790 -0.2517 -0.06 0.02 -0.06
H 0.4511 2.4235 1.4161 -0.06 0.01 0.01
H 2.7426 2.6945 1.7896 0.07 0.04 -0.08
H 2.7731 2.8565 0.0268 0.00 0.06 0.06
H 3.4572 -0.9262 -1.0878 0.02 -0.08 0.15
H 1.3521 -1.7264 -2.0670 -0.04 -0.12 0.06
```
Positions in Å, forces in eV/Å.

Computed properties:
ΔE to the lowest compared entry with this formula, charge and spin ... 23.2 kcal per mole
E_HOMO ... -0.30667 Eh
Total charge ... 0
HOMO-LUMO gap ... 8.99 eV
LUMO ... 0.64 eV
Total energy ... -29340.2939 eV

A cluster of 2 separate species, C5H13N2O in total in a non-equilibrium geometry. Source: the OMol25 dataset; level of theory: ωB97M-V/def2-TZVPD.

```
21
Properties=species:S:1:pos:R:3:forces:R:3
C -2.7489 -0.2040 0.1398 -2.74 1.25 1.58
C -5.1998 0.1558 0.1778 0.79 0.48 -2.69
C 1.4436 -0.8996 -1.1450 -5.89 -0.03 -0.60
C 2.1610 -0.6902 1.0675 0.24 -0.91 2.49
C 1.7371 1.3620 -0.2850 1.09 1.26 1.45
N -3.8458 0.0837 0.5078 1.85 -0.41 -0.52
N 1.3460 -0.0879 0.0619 0.63 1.36 -3.32
O -1.5983 -0.3329 0.0418 2.45 -0.67 -0.75
H -5.6792 0.9740 0.5352 -0.82 2.90 1.56
H -5.3953 0.2376 -0.8849 0.32 -0.41 -0.38
H -5.7251 -0.6064 0.5669 -1.63 -3.13 1.21
H 2.2765 -0.8532 -1.7226 2.57 0.45 -1.29
H 1.1480 -1.8658 -0.8565 0.53 -1.70 0.43
H 0.4638 -0.6754 -1.7060 1.84 0.25 0.03
H 2.0972 0.0234 1.9007 1.01 -0.41 0.03
H 1.7635 -1.6936 1.4974 0.40 1.69 -1.29
H 3.1259 -0.8451 0.5679 0.08 0.15 0.95
H 2.7915 1.2915 -0.7122 -1.22 0.22 1.07
H 1.1844 2.0234 -1.0275 -0.18 -1.91 0.74
H 1.6485 1.9199 0.7223 0.68 -0.76 -1.69
H 0.3830 -0.1506 0.2416 -2.01 0.33 1.00
```
Positions in Å, forces in eV/Å.

Computed properties:
ΔE to the lowest compared entry with this formula, charge and spin ... 63.9 kcal per mole
E_HOMO ... -0.50480 Eh
Total charge ... +1
HOMO-LUMO gap ... 10.98 eV
LUMO ... -2.76 eV
Total energy ... -10415.4243 eV

A cluster of 2 separate species, C7H19N3S in total in a non-equilibrium geometry. Source: the OMol25 dataset; level of theory: ωB97M-V/def2-TZVPD.

```
30
Properties=species:S:1:pos:R:3:forces:R:3
C -3.2165 1.1861 -1.1243 0.41 -2.16 0.97
C 1.0523 -2.4531 1.3461 -0.05 -1.88 0.34
C 4.4409 -0.1642 -0.1661 -2.40 -2.12 -1.44
C 0.7938 2.2246 -0.6651 -0.52 0.58 -0.44
C -3.4474 -0.2835 -0.7141 -0.32 -2.13 1.27
C -2.7785 -0.7504 0.5722 -1.10 -2.69 -1.53
C -2.1947 -0.0473 1.4748 0.28 3.11 0.13
N 1.1026 -1.4938 0.2956 0.49 2.91 -0.59
N 3.0208 0.3153 -0.5694 1.77 -0.36 0.86
N 0.6616 0.7938 -0.5057 3.88 1.38 -0.32
S 1.7329 -0.0368 0.5110 -0.20 -1.95 -1.22
H -2.2822 1.3768 -1.6265 0.40 -0.07 0.08
H -3.9872 1.4478 -1.7376 -1.97 0.65 -2.31
H -3.3925 1.8404 -0.3208 0.39 0.82 1.44
H 0.4092 -3.2781 0.9000 1.12 0.51 0.48
H 0.3717 -2.2111 2.2615 1.88 0.03 -0.89
H 2.1548 -2.8711 1.4736 -2.45 0.46 0.78
H 5.2330 0.4758 -0.4304 0.54 1.24 -0.82
H 4.6661 -1.1901 -0.6309 -0.40 1.38 0.74
H 4.5254 -0.2543 0.8971 -0.44 -0.17 0.72
H 0.3773 2.4816 -1.7091 0.91 0.15 1.82
H 0.4663 2.8875 0.1571 -1.34 -0.45 -0.32
H 1.8255 2.4534 -0.4816 0.96 -0.03 -1.28
H -4.5523 -0.6344 -0.4685 1.81 1.11 -1.30
H -2.9708 -1.0373 -1.4084 -1.03 1.02 -0.04
H 2.7265 0.1998 -1.5532 0.40 -0.27 0.80
H -2.7886 -1.9085 0.7666 0.02 2.21 -0.70
H -2.1054 1.0413 1.5587 -0.24 -0.24 -0.62
H -1.6788 -0.5182 2.2017 1.40 -1.60 2.61
H -0.1658 0.4080 -0.3043 -4.21 -1.46 0.78
```
Positions in Å, forces in eV/Å.

Computed properties:
ΔE to the lowest compared entry with this formula, charge and spin ... 0.0 kcal per mole
E_HOMO ... -0.29741 Eh
Total charge ... 0
HOMO-LUMO gap ... 9.03 eV
LUMO ... 0.94 eV
Total energy ... -22867.4535 eV